Below is a molecular structure, C27H42BaCl3N4O3SSi, with properties calculated with ωB97M-V/def2-TZVPD.

Results
LUMO, eV: 1.84
Highest occupied orbital energy, eV: -3.88
Total energy, eV: -97765.1737
Charge: -1
Energy relative to the best compared isomer or geometry (same formula, charge and spin), kcal per mole: 29.5
2S+1: 1

XYZ file:
```
82
Properties=species:S:1:pos:R:3:lowdin_charge:R:1
C -1.012 4.179 -0.507 -0.061
C -2.270 3.449 -0.172 -0.224
H -1.155 5.248 -0.292 0.072
H -0.736 4.089 -1.571 0.079
H -0.169 3.804 0.086 0.076
C -3.472 4.004 -0.400 -0.138
C -3.681 5.244 -1.220 -0.132
H -4.375 3.594 0.047 0.085
H -3.005 5.303 -2.090 0.068
H -3.550 6.167 -0.628 0.067
H -4.709 5.262 -1.610 0.059
Ba 1.580 -1.676 -0.934 1.461
Cl 0.869 0.515 1.405 -0.145
Cl 2.772 -2.547 -3.486 -0.539
H 5.028 -5.518 1.024 0.095
H 6.886 -4.199 2.203 0.093
C 4.874 -4.669 0.349 -0.013
C 6.708 -3.433 1.439 -0.050
N 5.321 -3.459 1.026 -0.187
H 3.825 -4.602 0.060 0.090
C 4.554 -2.384 1.186 -0.279
O 3.387 -2.320 0.748 -0.291
H 6.914 -2.442 1.854 0.088
H 5.026 -1.548 1.740 0.155
H 5.490 -4.819 -0.545 0.101
H 7.353 -3.621 0.573 0.095
H -1.264 1.620 -3.522 0.068
H -3.882 0.910 -2.424 0.069
C -1.469 0.725 -4.132 -0.068
C -3.748 0.241 -3.287 -0.056
N -2.361 -0.181 -3.424 -0.172
H -0.524 0.216 -4.346 0.080
C -1.878 -1.234 -2.725 -0.331
O -0.671 -1.481 -2.555 -0.233
H -4.390 -0.638 -3.156 0.085
H -2.667 -1.888 -2.286 0.130
H -1.966 1.034 -5.063 0.082
H -4.030 0.785 -4.196 0.080
O -2.001 1.261 -0.851 -0.263
C -2.102 1.992 0.260 -0.516
C -4.442 1.166 0.731 -0.077
C -3.171 1.451 1.227 -0.168
H -4.650 1.381 -0.320 0.099
C -5.419 0.611 1.565 -0.106
H -1.118 1.903 0.761 0.031
C -2.868 1.190 2.565 -0.029
H -6.388 0.340 1.138 0.089
C -5.133 0.396 2.917 -0.126
C -3.849 0.659 3.410 -0.099
H -1.850 1.387 2.910 0.102
H -5.913 0.021 3.588 0.087
H -3.617 0.458 4.459 0.094
Si 2.944 1.848 -1.774 0.199
Cl 0.940 0.984 -1.834 0.249
C 3.701 1.051 -3.268 -0.235
C 3.765 1.335 -0.183 -0.245
C 3.025 3.690 -1.982 -0.199
H 3.503 -0.024 -3.359 -0.060
H 4.783 1.205 -3.235 0.031
H 3.324 1.529 -4.175 0.035
H 2.514 4.025 -2.888 0.032
H 4.086 3.953 -2.085 0.035
H 2.632 4.250 -1.131 0.032
H 3.064 1.428 0.669 -0.051
H 4.638 1.988 0.000 0.035
H 4.130 0.293 -0.216 0.009
N -2.432 -1.334 0.079 0.122
C -1.764 -2.080 0.972 -0.656
N -0.455 -2.032 1.166 -0.096
C -0.082 -2.599 2.371 -0.341
C 1.130 -2.419 3.049 -0.068
C 1.464 -3.305 4.065 -0.104
C 0.521 -4.241 4.519 -0.122
C -0.781 -4.255 4.006 -0.116
C -1.087 -3.433 2.932 -0.483
S -2.579 -3.251 2.031 1.026
H -3.431 -1.506 0.027 0.098
H -2.095 -0.370 -0.221 0.081
H 1.752 -1.570 2.752 0.042
H 2.461 -3.257 4.504 0.093
H 0.805 -4.944 5.296 0.085
H -1.560 -4.905 4.387 0.095
```